Entry 1:
{
  "formula": "C24H23CdN4STe",
  "method": "wB97M-V/def2-TZVPD",
  "orbital_gap_ev": 3.92,
  "e_homo_ha": -0.076,
  "total_charge": -1,
  "e_lumo_ev": 1.86,
  "symbols": ["Cd", "N", "C", "S", "N", "N", "C", "C", "C", "C", "C", "C", "N", "H", "H", "H", "H", "H", "H", "H", "C", "Te", "C", "H", "H", "H", "H", "H", "H", "C", "C", "C", "C", "C", "C", "C", "C", "C", "C", "C", "C", "C", "C", "C", "H", "H", "H", "H", "H", "H", "H", "H", "H", "H"],
  "coordinates": [[0.50521, -2.22417, 0.02740], [-2.42848, -4.73206, 2.58274], [-1.78473, -3.90603, 1.69316], [-0.04775, -3.90211, 1.82944], [-2.56951, -3.20123, 0.93132], [-1.90128, -2.42062, 0.00615], [-2.52255, -1.37472, -0.39446], [-1.91257, -0.48205, -1.40367], [-2.35169, 0.83377, -1.49595], [-1.67282, 1.68775, -2.35247], [-0.61284, 1.18875, -3.08992], [-0.26621, -0.14918, -2.94543], [-0.90023, -0.97763, -2.12798], [-1.86630, -5.43467, 3.02969], [-3.37442, -4.97623, 2.33956], [-3.48291, -1.10274, 0.04377], [-3.14895, 1.19129, -0.86124], [-1.95184, 2.73116, -2.41299], [-0.03959, 1.82268, -3.75140], [0.57190, -0.56258, -3.49486], [0.96964, -5.49392, -3.74471], [-0.09536, -4.57808, -2.14583], [0.12484, -6.30155, -0.92557], [0.52631, -6.47314, -3.90134], [2.02269, -5.58669, -3.49871], [0.85395, -4.89694, -4.64273], [1.16185, -6.62402, -0.98066], [-0.53885, -7.08180, -1.28916], [-0.12296, -6.02782, 0.09626], [1.18667, -0.28888, 0.11511], [1.14796, 0.83149, 0.60834], [1.12000, 2.16433, 1.06317], [2.37858, 2.84937, 1.23602], [2.55255, 3.97327, 2.07259], [3.78123, 4.58780, 2.22887], [4.91274, 4.11507, 1.57434], [4.77293, 2.98799, 0.77019], [3.54851, 2.37203, 0.60642], [-0.18189, 2.74709, 1.23331], [-0.45734, 4.13684, 1.19607], [-1.73738, 4.63811, 1.32364], [-2.83645, 3.80262, 1.49802], [-2.59689, 2.43100, 1.52274], [-1.32411, 1.91973, 1.38431], [1.71243, 4.34077, 2.64336], [3.85781, 5.44376, 2.88993], [5.87285, 4.59880, 1.69856], [5.63805, 2.58051, 0.25679], [3.46771, 1.49159, -0.02004], [0.35127, 4.82882, 1.01035], [-1.88177, 5.71255, 1.27419], [-3.83440, 4.20158, 1.61737], [-3.42487, 1.74267, 1.66057], [-1.17074, 0.84569, 1.41537]],
  "mulliken_charge": [0.544, -0.466, 0.360, -0.505, -1.268, 0.921, -0.685, 0.726, -0.696, -0.359, -0.607, -0.368, 0.021, 0.214, 0.248, 0.341, 0.450, 0.402, 0.378, 0.350, -1.066, 0.264, -0.936, 0.281, 0.342, 0.296, 0.305, 0.328, 0.215, -1.255, 1.267, -0.651, 0.240, -0.291, -0.573, -0.475, -0.447, -0.610, 0.513, -0.454, -0.570, -0.647, -0.503, -0.551, 0.546, 0.335, 0.356, 0.334, 0.264, 0.588, 0.354, 0.391, 0.445, 0.364]
}

---

Entry 2:
{
  "formula": "C24H23Cl3FNOPt",
  "method": "wB97M-V/def2-TZVPD",
  "s_squared": 2.016,
  "orbital_gap_ev": [8.31, 5.93],
  "e_homo_ha": [-0.290, -0.295],
  "spin_multiplicity": 3,
  "e_lumo_ev": [0.42, -2.10],
  "symbols": ["Pt", "Cl", "C", "C", "C", "Cl", "C", "O", "C", "Cl", "C", "H", "H", "C", "C", "C", "C", "C", "C", "C", "C", "C", "C", "C", "C", "N", "C", "C", "C", "C", "C", "C", "F", "H", "H", "H", "H", "H", "H", "H", "H", "H", "H", "H", "H", "H", "H", "H", "H", "H", "H", "H", "H", "H"],
  "coordinates": [[-0.58195, 0.71376, -0.27917], [-5.42346, -4.53230, -0.90957], [-4.61645, -3.00898, -0.66453], [-3.37406, -2.79742, -1.22013], [-2.76948, -1.57448, -1.00012], [-1.18285, -1.24680, -1.66704], [-3.31680, -0.52308, -0.25245], [-2.72185, 0.63192, -0.09283], [-4.58787, -0.81025, 0.29450], [-5.35005, 0.41973, 1.24462], [-5.22505, -2.01926, 0.09421], [-2.89334, -3.56277, -1.81683], [-6.19955, -2.19041, 0.53510], [-1.00515, 5.21830, 2.52641], [-1.01431, 4.06477, 1.51686], [-2.35611, 4.01550, 0.76950], [0.13409, 4.15911, 0.52527], [0.41910, 5.37137, -0.09060], [1.42873, 5.47883, -1.03544], [2.18326, 4.36815, -1.37325], [1.94720, 3.13567, -0.77410], [2.78213, 1.92656, -1.16923], [4.27811, 2.24058, -1.22529], [2.30221, 1.36636, -2.51544], [0.90322, 3.04146, 0.16436], [0.63033, 1.77022, 0.77695], [1.21567, 1.47145, 2.00788], [2.07937, 2.37231, 2.65011], [2.65944, 2.06803, 3.87134], [2.39890, 0.85689, 4.49413], [1.54847, -0.05484, 3.88233], [0.98116, 0.26061, 2.67149], [0.16877, -0.64968, 2.10816], [-1.69926, 5.00059, 3.34155], [-1.32602, 6.15665, 2.06470], [-0.01076, 5.37086, 2.95680], [-0.90738, 3.13723, 2.07721], [-2.46187, 4.89916, 0.13244], [-3.18997, 3.99759, 1.47821], [-2.44005, 3.12768, 0.14152], [-0.16375, 6.24905, 0.17016], [1.62975, 6.43411, -1.50856], [2.97610, 4.46412, -2.10901], [2.63447, 1.15856, -0.41452], [4.51983, 2.91610, -2.05126], [4.84885, 1.32072, -1.37549], [4.61639, 2.70498, -0.29558], [2.36112, 2.13315, -3.29320], [1.26132, 1.04149, -2.45546], [2.91010, 0.51048, -2.82486], [2.28236, 3.32124, 2.16847], [3.31827, 2.78821, 4.34056], [2.85353, 0.61596, 5.44726], [1.31868, -1.01264, 4.33502]],
  "mulliken_spin": [1.275, 0.001, 0.009, -0.014, 0.000, 0.046, 0.009, 0.139, 0.017, 0.001, -0.004, 0.000, 0.000, -0.001, 0.015, -0.002, 0.059, -0.020, 0.034, -0.024, 0.011, 0.032, -0.001, -0.004, -0.039, 0.262, 0.041, 0.072, -0.037, 0.075, -0.043, 0.038, -0.001, 0.000, 0.000, 0.000, 0.009, -0.001, 0.000, 0.002, 0.001, 0.001, 0.001, 0.023, 0.001, 0.001, -0.001, 0.000, 0.010, -0.001, 0.003, -0.001, 0.006, -0.001]
}

---

Relative energy (zero: lowest compared OMol25 entry of this formula, charge and spin), record by record: 73.9; 44.5 kJ/mol